No. 1
DFT (ωB97M-V/def2-TZVPD) results for C23H27N3O5S in the gas phase.

Atoms and positions in Å:
C: -0.633 -1.610 4.242
O: 0.457 -0.969 3.617
C: 0.709 -1.255 2.313
C: 1.790 -0.585 1.736
C: 2.143 -0.803 0.423
C: 1.414 -1.698 -0.357
N: 1.741 -1.980 -1.689
C: 2.538 -1.271 -2.529
O: 3.101 -0.235 -2.245
C: 2.678 -1.939 -3.890
C: 1.424 -1.761 -4.758
N: 0.240 -2.311 -4.126
S: -1.176 -1.380 -4.197
O: -2.253 -2.325 -4.217
O: -1.060 -0.424 -5.260
C: -1.134 -0.539 -2.632
C: -1.991 -0.934 -1.626
C: -1.959 -0.311 -0.386
C: -1.026 0.695 -0.185
C: -0.166 1.090 -1.216
C: -0.221 0.489 -2.451
C: 0.751 2.165 -0.732
C: 0.198 2.502 0.665
C: -0.496 3.864 0.663
N: -0.771 1.439 0.964
C: -1.371 1.221 2.175
O: -2.253 0.394 2.317
C: -0.896 2.058 3.317
C: -1.515 1.804 4.663
C: -1.872 3.043 3.918
C: 0.347 -2.375 0.219
C: -0.009 -2.160 1.538
H: -0.503 -2.697 4.254
H: -1.574 -1.354 3.746
H: -0.644 -1.237 5.264
H: 2.353 0.099 2.350
H: 2.987 -0.290 -0.006
H: 1.181 -2.703 -2.123
H: 2.879 -3.003 -3.752
H: 3.522 -1.482 -4.406
H: 1.229 -0.700 -4.920
H: 1.601 -2.216 -5.738
H: 0.024 -3.258 -4.397
H: -2.690 -1.728 -1.832
H: -2.631 -0.605 0.401
H: 0.421 0.800 -3.257
H: 0.741 3.035 -1.387
H: 1.774 1.786 -0.693
H: 0.997 2.489 1.411
H: -0.939 4.083 1.629
H: 0.225 4.643 0.427
H: -1.282 3.874 -0.089
H: 0.145 2.345 3.295
H: -2.257 1.023 4.712
H: -0.881 1.879 5.531
H: -2.855 3.100 3.474
H: -1.486 3.992 4.259
H: -0.220 -3.080 -0.374
H: -0.849 -2.696 1.946

The LUMO energy is 0.553 eV. The HOMO energy comes out at -7.914 eV. Its SMILES is COc1ccc(NC(=O)CCNS(=O)(=O)c2ccc3c(c2)C[C@@H](C)N3C(=O)C2CC2)cc1. The value obtained for the calculated total energy is -1831.3189 Eh. The energy above the lowest of the compared OMol25 structures with the same formula, charge and spin is 58.60 kcal per mole.

Atomic partial charges in e from the Löwdin method, atoms 1 to 2:
1 C -0.0843
2 O -0.0857

No. 2
DFT (ωB97M-V/def2-TZVPD) results for C5H10N2 in the gas phase at a distorted geometry.

Atoms and positions in Å:
C: 2.267 -0.482 -0.387
N: 1.123 -0.122 0.360
C: 0.690 1.177 0.272
C: -0.599 1.211 -0.078
N: -1.002 -0.076 -0.363
C: -2.402 -0.436 -0.093
C: -0.068 -0.869 0.400
H: 2.117 -0.970 -1.380
H: 2.875 0.433 -0.555
H: 2.905 -1.207 0.196
H: 1.452 1.929 0.308
H: -1.179 2.065 -0.439
H: -2.633 -1.311 -0.723
H: -3.069 0.421 -0.412
H: -2.588 -0.674 0.979
H: -0.221 -0.954 1.480
H: 0.169 -1.947 -0.120

The LUMO energy is 1.094 eV. The HOMO energy comes out at -6.926 eV. Its SMILES is CN1C=CN(C)C1. The value obtained for the calculated total energy is -305.9434 Eh. The energy above the lowest of the compared OMol25 structures with the same formula, charge and spin is 50.50 kcal per mole.

Atomic partial charges in e from the Löwdin method, atoms 1 to 2:
1 C -0.1011
2 N -0.2254

No. 3
DFT (ωB97M-V/def2-TZVPD) results for C9H13NO2S in the gas phase at a distorted geometry.

Atoms and positions in Å:
C: 2.575 0.713 1.475
O: 1.969 -0.771 1.365
C: 0.629 -0.665 1.287
C: -0.041 -1.748 1.920
C: -1.431 -1.590 1.903
N: -1.979 -0.473 1.367
C: -1.340 0.238 0.290
C: -2.342 1.228 -0.350
S: -3.181 0.155 -1.811
C: -1.714 -0.548 -2.555
C: 0.042 0.178 0.346
O: 0.676 1.136 -0.464
C: 1.801 0.603 -1.122
H: 3.678 0.281 1.430
H: 2.169 1.257 0.502
H: 2.344 1.181 2.520
H: 0.554 -2.444 2.563
H: -2.202 -2.326 2.402
H: -1.578 1.967 -0.959
H: -3.081 1.997 0.102
H: -0.942 -1.070 -1.973
H: -1.001 0.313 -2.861
H: -1.815 -0.960 -3.556
H: 1.738 -0.530 -1.206
H: 1.701 1.192 -2.043
H: 2.770 0.686 -0.572

The LUMO energy is 0.394 eV. The HOMO energy comes out at -8.399 eV. Its SMILES is COc1ccnc(CSC)c1OC. The value obtained for the calculated total energy is -953.9388 Eh. The energy above the lowest of the compared OMol25 structures with the same formula, charge and spin is 154.60 kcal per mole.

Atomic partial charges in e from the Löwdin method, atoms 1 to 2:
1 C 0.0093
2 O -0.1179

No. 4
DFT (ωB97M-V/def2-TZVPD) results for a 4-piece molecular cluster, C22H46BO11P2 overall at a distorted geometry.

Atoms and positions in Å:
O: 2.904 0.768 4.949
P: 2.977 -0.609 4.421
O: 2.740 -1.680 5.590
O: 4.474 -1.001 3.983
C: 1.914 -0.916 3.029
B: 1.027 -2.300 3.175
O: -0.173 -2.392 2.296
C: -0.350 -3.773 2.266
C: -1.533 -4.213 1.450
C: -2.812 -3.585 1.954
C: -3.158 -3.621 3.310
C: -4.318 -3.016 3.783
C: -5.162 -2.355 2.900
C: -4.838 -2.322 1.549
C: -3.674 -2.930 1.087
C: 1.062 -4.264 1.863
P: 1.366 -5.995 2.330
O: 1.238 -6.958 1.220
O: 0.376 -6.338 3.546
O: 2.827 -6.021 2.999
O: 1.859 -3.467 2.740
H: 1.938 -1.446 6.061
H: 4.522 -1.965 3.915
H: 1.327 -0.030 2.824
H: 2.592 -1.062 2.188
H: 0.585 -2.360 4.337
H: -0.427 -4.079 3.315
H: -1.624 -5.293 1.514
H: -1.411 -3.896 0.419
H: -2.516 -4.119 4.017
H: -4.525 -3.052 4.839
H: -6.045 -1.873 3.285
H: -5.500 -1.803 0.873
H: -3.436 -2.873 0.036
H: 1.370 -4.048 0.845
H: 0.250 -7.291 3.604
H: 2.878 -6.800 3.561
C: -0.264 2.691 -1.739
C: 0.035 1.941 -0.449
O: 1.149 1.080 -0.531
C: 2.390 1.687 -0.834
C: 2.826 2.728 0.183
H: -0.423 1.988 -2.559
H: -1.164 3.297 -1.619
H: 0.551 3.358 -2.024
H: -0.806 1.294 -0.198
H: 0.150 2.643 0.385
H: 2.375 2.114 -1.844
H: 3.115 0.873 -0.849
H: 2.134 3.570 0.231
H: 3.809 3.121 -0.081
H: 2.884 2.287 1.179
C: 4.391 3.808 -5.631
C: 3.337 4.476 -4.764
O: 3.531 4.294 -3.376
C: 4.745 4.793 -2.842
C: 4.930 6.289 -3.027
H: 4.436 2.739 -5.420
H: 4.150 3.946 -6.686
H: 5.386 4.223 -5.461
H: 2.363 4.035 -4.976
H: 3.259 5.542 -5.006
H: 5.598 4.242 -3.255
H: 4.710 4.562 -1.779
H: 4.980 6.572 -4.080
H: 5.858 6.612 -2.552
H: 4.100 6.833 -2.575
C: -5.916 1.348 -3.691
C: -6.138 0.472 -2.469
O: -5.119 -0.480 -2.246
C: -3.815 0.040 -2.036
C: -3.702 0.967 -0.840
H: -5.811 0.733 -4.586
H: -6.763 2.021 -3.827
H: -5.018 1.959 -3.598
H: -7.050 -0.111 -2.602
H: -6.289 1.091 -1.576
H: -3.450 0.533 -2.945
H: -3.181 -0.832 -1.879
H: -4.314 1.864 -0.955
H: -2.667 1.285 -0.709
H: -4.025 0.456 0.068

The LUMO energy is 2.256 eV. The HOMO energy comes out at -4.993 eV. The value obtained for the calculated total energy is -2401.3492 Eh. As for the net charge: -1.

Atomic partial charges in e from the Löwdin method, atoms 1 to 2:
1 O -0.3248
2 P 0.3839

No. 5
DFT (ωB97M-V/def2-TZVPD) results for C50H41Cl2N9O4RuS as an isolated structure at a distorted geometry.

Atoms and positions in Å:
Ru: 0.048 1.210 -0.279
N: -1.587 4.450 2.915
C: -1.403 4.096 1.634
N: -0.348 3.493 1.194
C: 0.705 3.279 2.050
N: 1.823 2.729 1.575
N: 1.747 2.153 0.421
C: 2.993 1.862 -0.200
C: 2.988 1.554 -1.546
C: 4.175 1.283 -2.267
C: 4.088 1.010 -3.610
C: 2.836 1.006 -4.226
C: 1.707 1.293 -3.456
N: 1.765 1.561 -2.168
C: 0.599 3.634 3.441
C: 1.605 3.381 4.381
C: 1.390 3.652 5.715
C: 0.158 4.157 6.139
C: -0.846 4.418 5.227
C: -0.617 4.175 3.879
H: -2.453 4.879 3.197
H: -2.203 4.347 0.941
H: 3.904 1.924 0.378
H: 5.128 1.299 -1.751
H: 4.980 0.807 -4.187
H: 2.733 0.792 -5.281
H: 0.717 1.299 -3.899
H: 2.546 2.970 4.036
H: 2.172 3.457 6.438
H: -0.016 4.351 7.189
H: -1.805 4.799 5.559
C: -4.490 -4.420 -4.601
C: -3.944 -3.547 -3.501
C: -3.085 -2.491 -3.802
C: -2.585 -1.664 -2.811
C: -2.964 -1.896 -1.498
C: -3.821 -2.939 -1.164
C: -4.298 -3.763 -2.170
S: -2.357 -0.975 -0.114
O: -1.241 -1.676 0.441
O: -3.497 -0.720 0.739
N: -1.799 0.478 -0.699
C: -2.681 1.320 -1.381
C: -4.014 1.085 -1.667
C: -4.781 2.035 -2.368
C: -4.255 3.228 -2.772
C: -2.901 3.509 -2.498
C: -2.262 4.713 -2.860
C: -0.940 4.897 -2.562
C: -0.235 3.878 -1.910
N: -0.802 2.750 -1.551
C: -2.121 2.546 -1.820
H: -3.702 -4.721 -5.292
H: -5.244 -3.877 -5.174
H: -4.954 -5.320 -4.197
H: -2.801 -2.318 -4.836
H: -1.890 -0.867 -3.042
H: -4.109 -3.084 -0.131
H: -4.957 -4.587 -1.919
H: -4.477 0.167 -1.338
H: -5.819 1.808 -2.582
H: -4.862 3.959 -3.293
H: -2.824 5.479 -3.380
H: -0.426 5.811 -2.830
H: 0.817 3.987 -1.683
C: -1.217 -0.734 5.825
C: -0.904 -0.227 4.450
C: 0.309 -0.503 3.827
C: 0.535 -0.055 2.546
N: -0.358 0.678 1.867
C: -1.531 0.944 2.454
C: -1.832 0.520 3.730
H: -0.312 -0.894 6.410
H: -1.741 -1.690 5.753
H: -1.869 -0.043 6.360
H: 1.074 -1.076 4.335
H: 1.453 -0.287 2.020
H: -2.253 1.503 1.880
H: -2.809 0.737 4.145
Cl: 6.059 -2.852 -1.355
C: 5.234 -2.185 0.025
C: 5.786 -1.085 0.654
C: 5.138 -0.530 1.742
C: 3.944 -1.081 2.175
C: 3.394 -2.181 1.542
Cl: 1.939 -2.851 2.188
C: 4.032 -2.784 0.442
N: 3.611 -3.957 -0.162
C: 2.285 -4.382 -0.523
C: 1.830 -5.589 -0.002
C: 0.612 -6.119 -0.389
C: -0.154 -5.450 -1.333
C: 0.304 -4.258 -1.865
C: 1.518 -3.697 -1.473
C: 1.945 -2.399 -2.119
C: 1.070 -1.224 -1.666
O: 0.119 -0.895 -2.395
O: 1.412 -0.633 -0.588
H: 6.722 -0.677 0.294
H: 5.571 0.314 2.265
H: 3.447 -0.673 3.048
H: 4.328 -4.418 -0.691
H: 2.443 -6.088 0.739
H: 0.266 -7.051 0.041
H: -1.105 -5.856 -1.660
H: -0.284 -3.740 -2.615
H: 1.795 -2.460 -3.194
H: 2.990 -2.175 -1.902

Its expectation value of S² is 8.822. The LUMO energy (alpha / beta) is -2.816 / -4.988 eV. The HOMO energy (alpha / beta) comes out at -8.973 / -9.711 eV. The value obtained for the calculated total energy is -4136.9812 Eh. Its spin multiplicity is 6. As for the net charge: +1.

Atomic partial charges in e from the Löwdin method, atoms 1 to 2:
1 Ru 1.5288
2 N 0.1472

No. 6
DFT (ωB97M-V/def2-TZVPD) results for C38H32Cl2F5HgN8O5S4 as an isolated structure.

Atoms and positions in Å:
Hg: -0.476 0.500 -0.886
O: -3.715 2.792 1.734
C: -2.900 3.339 2.650
C: -3.487 3.994 3.736
C: -2.703 4.572 4.715
C: -1.314 4.511 4.632
C: -0.732 3.870 3.554
C: -1.500 3.281 2.552
C: -0.851 2.590 1.399
O: -1.602 1.929 0.605
N: 0.449 2.727 1.315
N: 1.002 2.086 0.225
C: 2.274 2.187 0.237
S: 3.084 2.940 1.627
C: 4.765 2.668 0.999
C: 4.737 1.443 0.105
S: 3.346 1.635 -1.038
H: -3.120 2.342 1.076
H: -4.569 4.029 3.781
H: -3.176 5.073 5.552
H: -0.696 4.956 5.401
H: 0.344 3.805 3.457
H: 5.419 2.521 1.861
H: 5.104 3.540 0.438
H: 4.590 0.534 0.692
H: 5.650 1.346 -0.485
Cl: -3.030 -0.589 0.731
C: -3.496 -1.941 -0.234
C: -4.631 -2.631 0.162
C: -5.067 -3.737 -0.545
C: -4.349 -4.149 -1.653
C: -3.222 -3.446 -2.036
Cl: -2.374 -4.053 -3.436
C: -2.739 -2.307 -1.362
S: -1.292 -1.549 -1.976
H: -5.163 -2.280 1.035
H: -5.955 -4.272 -0.235
H: -4.649 -5.011 -2.233
O: 0.489 -0.719 1.195
S: 1.958 -1.008 1.409
C: 2.061 -0.725 3.204
C: 3.314 -0.635 3.793
C: 3.424 -0.451 5.162
C: 2.277 -0.363 5.943
C: 1.026 -0.450 5.347
C: 0.915 -0.624 3.974
C: 2.280 -2.680 1.264
C: 1.443 -3.700 1.832
C: 1.811 -5.017 1.733
C: 3.004 -5.419 1.095
C: 3.856 -4.399 0.587
C: 3.502 -3.079 0.661
H: 4.200 -0.718 3.174
H: 4.403 -0.372 5.620
H: 2.359 -0.215 7.013
H: 0.131 -0.365 5.950
H: -0.046 -0.649 3.474
H: 0.502 -3.417 2.287
H: 1.154 -5.773 2.154
H: 3.300 -6.460 1.071
H: 4.797 -4.664 0.114
H: 4.149 -2.318 0.235
C: 1.789 0.605 -5.957
N: 1.795 1.063 -4.595
C: 0.693 1.280 -3.814
N: -0.507 0.899 -4.325
O: 0.824 1.816 -2.711
H: 2.649 1.014 -6.489
H: 0.888 0.959 -6.461
H: 1.826 -0.488 -6.040
H: 2.661 1.285 -4.137
H: -0.538 0.065 -4.886
H: -1.302 1.060 -3.686
N: 2.302 -5.440 -2.398
C: 1.801 -4.175 -2.179
N: 0.715 -4.080 -1.422
N: 2.430 -3.155 -2.753
C: 2.023 -1.977 -2.302
N: 1.679 -0.942 -1.907
H: 2.191 -6.042 -1.592
H: 3.259 -5.392 -2.711
H: 0.271 -4.907 -1.063
H: 0.194 -3.206 -1.358
F: -5.530 5.975 -3.205
C: -4.772 4.869 -3.004
C: -5.348 3.611 -2.975
F: -6.682 3.497 -3.150
C: -4.577 2.486 -2.776
F: -5.197 1.288 -2.765
C: -3.169 2.527 -2.592
O: -2.464 1.481 -2.413
C: -2.632 3.843 -2.627
F: -1.309 4.001 -2.465
C: -3.403 4.968 -2.827
F: -2.826 6.186 -2.856

Its expectation value of S² is 0.763. The LUMO energy (alpha / beta) is 3.823 / 3.818 eV. The HOMO energy (alpha / beta) comes out at 0.279 / -2.615 eV. The value obtained for the calculated total energy is -5447.4755 Eh. Its spin multiplicity is 2. As for the net charge: -2. The energy above the lowest of the compared OMol25 structures with the same formula, charge and spin is 42.56 kcal per mole.

Atomic partial charges in e from the Löwdin method, atoms 1 to 2:
1 Hg 0.9883
2 O 0.0469

No. 7
DFT (ωB97M-V/def2-TZVPD) results for C8H16N2Si in the gas phase at a distorted geometry.

Atoms and positions in Å:
C: 1.221 1.495 2.359
C: 1.593 0.209 2.854
C: 0.397 2.083 0.110
C: 0.267 -0.057 -2.495
C: -0.961 -0.828 -0.479
C: -2.223 -0.111 -2.504
C: 1.962 -2.094 2.842
C: -0.985 0.160 -1.646
N: 0.730 1.744 1.199
N: 1.568 -0.883 2.198
Si: -1.066 1.976 -1.019
H: 1.304 2.333 3.037
H: 1.909 0.235 3.911
H: 0.270 -1.065 -2.909
H: 0.309 0.647 -3.324
H: 1.165 0.064 -1.893
H: -0.948 -1.850 -0.859
H: -1.842 -0.715 0.151
H: -0.078 -0.693 0.143
H: -3.136 0.032 -1.929
H: -2.254 0.555 -3.365
H: -2.213 -1.137 -2.870
H: 2.945 -2.391 2.467
H: 2.013 -2.012 3.938
H: 1.253 -2.877 2.567
H: -0.838 2.937 -2.102
H: -2.363 2.243 -0.379

The LUMO energy is 0.520 eV. The HOMO energy comes out at -7.471 eV. The value obtained for the calculated total energy is -713.3366 Eh. The energy above the lowest of the compared OMol25 structures with the same formula, charge and spin is 87.30 kcal per mole.

Atomic partial charges in e from the Löwdin method, atoms 1 to 2:
1 C -0.1552
2 C -0.2099

No. 8
DFT (ωB97M-V/def2-TZVPD) results for C6H10N2 in the gas phase at a distorted geometry.

Atoms and positions in Å:
N: 2.786 -0.617 -0.410
C: 2.087 0.097 0.631
C: 0.629 0.244 0.196
C: -0.294 -0.801 -0.080
C: -1.679 -0.223 -0.464
N: -2.810 -0.826 0.311
C: -1.427 1.218 -0.340
C: -0.158 1.385 0.074
H: 2.222 -1.155 -1.070
H: 3.342 -0.170 -1.061
H: 2.602 0.963 0.372
H: 2.366 -0.212 1.680
H: -0.160 -1.795 0.076
H: -1.883 -0.283 -1.646
H: -2.903 -0.324 1.226
H: -2.678 -1.804 0.602
H: -2.199 1.899 -0.395
H: 0.155 2.405 0.299

The LUMO energy is 0.542 eV. The HOMO energy comes out at -8.170 eV. Its SMILES is NCC1=C[C@@H](N)C=C1. The value obtained for the calculated total energy is -344.0186 Eh. The energy above the lowest of the compared OMol25 structures with the same formula, charge and spin is 74.14 kcal per mole.

Atomic partial charges in e from the Löwdin method, atoms 1 to 2:
1 N -0.0201
2 C -0.2099